Entry 1:
The following is a quantum chemistry calculation of a molecular structure, C21H45N2OP3SV at a distorted geometry, from OMol25.

The calculation puts the HOMO-LUMO gap (spin up / spin down) at 6.38 / 7.51 eV. As for the charge: +3. The HOMO energy (spin up / spin down) comes out at -16.872 / -16.865 eV. The value obtained for the largest force on an atom is 3.91 eV/A. As for the multiplicity: 3. As for the LUMO energy (spin up / spin down): -10.5 / -9.4 eV. As for the expectation value of S²: 2.126.

Structure (XYZ):
```
74
Properties=species:S:1:pos:R:3:lowdin_spin:R:1
V -0.406 -0.490 0.485 2.2203
P 0.541 -0.533 -1.841 -0.0297
P -0.277 2.269 -0.265 -0.0877
P -2.692 0.033 -0.940 -0.0726
H 0.200 -0.815 3.770 0.0012
C -0.145 -1.700 3.199 -0.0072
C 0.612 -2.424 2.327 -0.0022
H 1.649 -2.210 1.954 0.0015
C 2.356 -0.760 -1.714 -0.0037
C 0.491 0.745 -3.170 -0.0065
C 0.057 -2.015 -2.781 0.0013
C -0.742 3.002 1.343 -0.0052
C 1.411 2.998 -0.505 -0.0126
C -1.233 3.338 -1.438 -0.0143
C -3.373 -1.589 -1.510 -0.0112
C -3.372 1.179 -2.226 -0.0136
C -3.731 0.592 0.474 0.0040
H -0.956 -2.263 3.699 0.0001
H 0.353 -3.495 2.264 0.0001
H 2.588 -1.497 -0.936 0.0001
H 2.851 0.184 -1.448 0.0000
H 2.731 -1.118 -2.685 -0.0011
H 0.981 1.673 -2.851 -0.0002
H -0.535 0.985 -3.470 0.0000
H 1.019 0.352 -4.052 -0.0017
H -0.086 -2.862 -2.100 -0.0001
H 0.839 -2.247 -3.515 -0.0006
H -0.888 -1.830 -3.299 0.0000
H -0.985 4.070 1.232 -0.0015
H 0.080 2.880 2.062 0.0001
H -1.621 2.467 1.720 0.0005
H 1.352 4.005 -0.939 -0.0020
H 2.027 2.360 -1.150 -0.0005
H 1.901 3.075 0.468 -0.0003
H -2.127 3.761 -0.962 -0.0006
H -1.555 2.730 -2.283 -0.0007
H -0.634 4.157 -1.859 -0.0019
H -3.756 -1.508 -2.533 -0.0006
H -4.186 -1.920 -0.853 -0.0014
H -2.595 -2.367 -1.487 -0.0006
H -4.324 0.802 -2.640 -0.0028
H -2.700 1.337 -3.072 -0.0005
H -3.573 2.158 -1.767 0.0000
H -4.536 -0.131 0.654 -0.0005
H -4.161 1.573 0.235 0.0006
H -3.123 0.708 1.380 0.0026
C -0.987 -4.738 0.026 0.0038
C -0.698 -3.377 0.266 0.0208
C -1.675 -2.575 0.889 0.0138
C -2.902 -3.130 1.306 -0.0014
C -3.210 -4.446 0.942 0.0008
C -2.237 -5.265 0.368 0.0006
O -0.039 -5.622 -0.400 0.0005
H 0.855 -5.254 -0.367 0.0001
H 0.343 -3.036 0.088 0.0060
H -1.447 -1.536 1.350 0.0091
H -3.621 -2.513 1.864 0.0003
H -4.176 -4.872 1.225 0.0000
H -2.394 -6.326 0.206 0.0002
S 1.404 0.025 1.724 0.0018
C 2.715 1.109 1.733 0.0023
N 2.494 2.269 2.405 -0.0035
C 3.630 3.132 2.685 -0.0005
C 4.433 3.283 1.417 -0.0001
C 4.832 1.944 0.800 -0.0001
N 3.891 0.871 1.161 -0.0029
H 1.714 2.229 3.055 0.0008
H 4.226 2.706 3.495 -0.0004
H 3.229 4.084 3.018 -0.0001
H 5.332 3.881 1.618 0.0000
H 3.849 3.828 0.662 0.0000
H 5.847 1.659 1.109 0.0000
H 4.865 2.033 -0.294 -0.0003
H 4.002 -0.021 0.673 0.0003
```



Entry 2:
The following is a quantum chemistry calculation of a molecular structure, C21H46Br18NbO3S at a distorted geometry, from OMol25.

The calculation puts the HOMO-LUMO gap at 6.73 eV. As for the charge: -1. The HOMO energy comes out at -5.258 eV. The value obtained for the largest force on an atom is 3.71 eV/A. As for the LUMO energy: 1.5 eV.

Structure (XYZ):
```
90
Properties=species:S:1:pos:R:3:lowdin_charge:R:1
C 0.209 0.712 1.155 -0.2007
C -1.069 0.611 1.479 -0.3553
Nb -2.617 2.245 1.132 1.2893
O -2.560 2.016 -0.864 -0.4942
C -4.187 0.568 1.421 -0.5080
S -5.658 0.673 0.551 0.5062
O -6.226 -0.642 0.386 -0.4062
O -5.526 1.404 -0.671 -0.4076
H 0.877 -0.121 1.285 -0.0110
H 0.628 1.620 0.765 -0.0292
H -1.389 -0.333 1.909 -0.0018
H -3.906 3.571 1.135 -0.1383
H -1.265 3.471 1.040 -0.1381
H -2.566 2.458 2.937 -0.1547
H -2.824 1.102 -1.031 -0.0426
H -3.724 -0.354 1.109 0.0171
H -4.390 0.491 2.477 0.0129
H -6.486 1.346 1.380 0.0635
Br -1.651 0.789 -4.282 0.6306
C -3.286 0.082 -5.067 -0.7483
C -4.404 -0.025 -4.065 -0.6659
Br -4.182 -1.570 -2.899 0.7274
H -3.042 -0.882 -5.499 0.0443
H -3.546 0.776 -5.861 -0.0379
H -5.342 -0.205 -4.583 -0.0134
H -4.500 0.847 -3.425 0.0592
Br 1.765 3.814 2.300 0.6082
C 3.281 3.419 3.455 -0.6860
C 3.810 2.019 3.292 -0.7204
Br 2.699 0.689 4.174 0.6073
H 2.957 3.622 4.471 0.0443
H 4.048 4.137 3.169 0.0509
H 4.783 1.931 3.771 -0.0164
H 3.893 1.721 2.252 0.0265
Br -6.222 -2.498 -6.101 0.6420
C -7.426 -1.007 -6.408 -0.7202
C -7.144 -0.325 -7.719 -0.6594
Br -5.506 0.691 -7.488 0.7178
H -7.283 -0.327 -5.576 0.0331
H -8.431 -1.419 -6.364 0.0429
H -7.928 0.388 -7.960 0.0606
H -7.000 -1.002 -8.553 0.0517
Br 4.078 -1.353 1.017 0.5911
C 3.845 -3.138 0.286 -0.6917
C 2.586 -3.252 -0.530 -0.6706
Br 0.997 -3.361 0.589 0.6470
H 3.858 -3.826 1.123 -0.0104
H 4.721 -3.307 -0.338 0.0230
H 2.592 -4.170 -1.113 0.0556
H 2.441 -2.404 -1.191 0.0525
Br 3.129 -6.028 2.919 0.6303
C 1.668 -6.892 1.973 -0.7037
C 0.456 -7.056 2.847 -0.6956
Br 0.674 -8.509 4.125 0.5927
H 2.048 -7.837 1.603 0.0486
H 1.437 -6.233 1.138 0.0086
H -0.409 -7.324 2.247 0.0599
H 0.238 -6.163 3.422 0.0528
Br 7.631 -2.258 -0.865 0.6167
C 7.448 -1.414 -2.609 -0.6894
C 7.278 0.076 -2.496 -0.6965
Br 5.492 0.558 -1.908 0.6050
H 6.605 -1.889 -3.098 0.0488
H 8.363 -1.654 -3.145 0.0537
H 7.403 0.543 -3.470 0.0556
H 7.971 0.520 -1.789 0.0411
Br -8.917 -2.384 -3.315 0.6040
C -7.642 -2.226 -1.846 -0.6959
C -6.621 -3.326 -1.875 -0.7760
Br -7.354 -5.021 -1.251 0.5867
H -8.223 -2.210 -0.932 0.0503
H -7.155 -1.263 -1.984 0.0322
H -5.803 -3.094 -1.198 0.0193
H -6.232 -3.502 -2.871 -0.0089
Br 2.968 8.177 5.670 0.5781
C 2.008 7.820 4.011 -0.6971
C 0.535 7.618 4.241 -0.6992
Br 0.160 5.873 4.994 0.6074
H 2.473 6.950 3.561 0.0309
H 2.181 8.693 3.386 0.0549
H 0.006 7.642 3.291 0.0623
H 0.110 8.354 4.914 0.0456
Br 7.214 1.807 1.621 0.6313
C 8.493 2.109 3.057 -0.6881
C 8.644 0.893 3.932 -0.6954
Br 7.123 0.666 5.119 0.6450
H 8.147 2.975 3.609 0.0494
H 9.434 2.342 2.565 0.0542
H 9.510 0.993 4.581 0.0547
H 8.726 -0.021 3.353 0.0489
```



Entry 3:
The following is a quantum chemistry calculation of a molecular structure, C21H46CoNO2P3 at a distorted geometry, from OMol25.

The calculation puts the HOMO-LUMO gap (spin up / spin down) at 7.86 / 3.71 eV. As for the charge: +3. The HOMO energy (spin up / spin down) comes out at -16.048 / -16.447 eV. The value obtained for the largest force on an atom is 3.57 eV/A. As for the multiplicity: 5. As for the LUMO energy (spin up / spin down): -8.2 / -12.7 eV. The relative energy (zero: lowest compared OMol25 entry of this formula, charge and spin) is 1.59 kcal per mole. As for the expectation value of S²: 6.088.

Structure (XYZ):
```
74
Properties=species:S:1:pos:R:3:lowdin_spin:R:1
Co -1.064 -0.807 -1.928 1.7296
P -2.372 0.444 -3.264 0.0414
P -1.710 -0.868 0.154 0.0356
P 0.840 -0.011 -1.989 0.0604
H -0.581 -5.367 0.685 0.0000
C 0.287 -5.208 0.036 0.0008
C 1.395 -4.574 0.456 0.0006
H 1.479 -4.151 1.468 0.0000
C -3.814 -0.373 -4.022 0.0151
C -3.100 1.948 -2.467 -0.0024
C -1.448 1.161 -4.680 0.0145
C -0.620 -1.835 1.216 0.0110
C -1.742 0.815 0.905 -0.0030
C -3.382 -1.537 0.360 0.0193
C 1.954 -0.781 -0.768 0.0204
C 1.090 1.758 -1.647 0.0021
C 1.753 -0.303 -3.540 0.0241
H 0.227 -5.615 -0.979 0.0003
H 2.283 -4.501 -0.188 0.0000
H -3.726 -0.339 -5.116 0.0010
H -4.732 0.145 -3.716 0.0010
H -3.855 -1.420 -3.695 0.0019
H -3.847 2.391 -3.138 0.0001
H -2.318 2.691 -2.257 0.0000
H -3.592 1.669 -1.526 0.0003
H -2.150 1.321 -5.512 0.0020
H -0.657 0.477 -5.019 0.0016
H -0.994 2.126 -4.404 0.0001
H -1.183 -2.177 2.093 0.0021
H 0.203 -1.201 1.570 -0.0002
H -0.223 -2.713 0.689 0.0015
H -2.392 0.803 1.788 0.0001
H -2.135 1.553 0.190 -0.0004
H -0.718 1.092 1.205 0.0000
H -3.664 -1.517 1.419 0.0036
H -3.405 -2.576 0.008 0.0003
H -4.097 -0.939 -0.219 0.0006
H 2.970 -0.678 -1.165 0.0035
H 1.724 -1.847 -0.644 0.0012
H 1.884 -0.251 0.190 0.0003
H 2.055 2.046 -2.080 0.0008
H 1.123 1.908 -0.559 0.0005
H 0.295 2.364 -2.096 0.0006
H 2.811 -0.097 -3.341 0.0042
H 1.381 0.351 -4.336 0.0000
H 1.629 -1.357 -3.823 0.0007
C -0.139 -3.613 -3.568 0.1169
C -1.494 -3.706 -4.043 0.1484
C -1.767 -4.400 -5.209 0.0223
C -0.761 -5.108 -5.872 0.2519
C 0.535 -5.148 -5.341 0.0014
C 0.849 -4.458 -4.192 0.1591
O 0.247 -2.830 -2.634 0.3167
H -1.974 0.264 -1.327 -0.0258
H -2.289 -3.223 -3.480 0.0078
H -2.786 -4.411 -5.593 -0.0029
H -0.993 -5.653 -6.788 0.0105
H 1.291 -5.767 -5.824 -0.0036
H 1.827 -4.525 -3.710 0.0053
C 2.773 4.174 3.806 0.0700
N 2.475 2.881 3.208 0.4927
C 3.173 1.706 3.681 0.0662
C 1.525 2.693 2.258 0.0001
C 0.781 3.915 1.784 -0.0120
O 1.314 1.542 1.823 0.2594
H 3.598 4.042 4.515 0.0007
H 1.898 4.581 4.342 0.0336
H 3.066 4.907 3.037 0.0288
H 2.470 0.979 4.108 0.0305
H 3.702 1.211 2.857 0.0297
H 3.888 2.021 4.443 0.0005
H 0.065 3.610 1.016 -0.0001
H 0.230 4.385 2.612 -0.0028
H 1.474 4.650 1.350 -0.0026
```



Entry 4:
The following is a quantum chemistry calculation of 3 unconnected molecules or ions with the total composition C21H46FN2O2P, from OMol25.

The calculation puts the HOMO-LUMO gap (spin up / spin down) at 8.26 / 9.10 eV. As for the charge: 0. The HOMO energy (spin up / spin down) comes out at -7.461 / -8.353 eV. The value obtained for the largest force on an atom is 0.34 eV/A. As for the multiplicity: 3. As for the LUMO energy (spin up / spin down): 0.8 / 0.7 eV. As for the expectation value of S²: 2.009.

Structure (XYZ):
```
73
Properties=species:S:1:pos:R:3:lowdin_spin:R:1
F 3.150 -3.703 0.968 0.0000
C 4.110 -4.609 0.491 0.0000
C 5.453 -3.911 0.304 0.0000
C 6.608 -4.635 0.987 0.0000
P 6.683 -4.306 2.885 0.0000
H 4.167 -5.418 1.222 0.0000
H 3.712 -5.007 -0.444 0.0000
H 5.654 -3.759 -0.757 0.0000
H 5.329 -2.909 0.732 0.0000
H 7.562 -4.318 0.555 0.0000
H 6.539 -5.717 0.837 0.0000
H 5.337 -3.830 2.872 0.0000
H 6.957 -5.673 3.154 0.0000
H 7.772 -3.404 2.712 0.0000
H 6.732 -4.041 4.326 0.0000
C -2.296 -0.771 -0.910 0.0066
C -1.524 -0.662 -2.227 0.0228
C -1.879 -1.798 -3.201 0.0167
C -1.319 -3.149 -2.775 0.0010
C 0.192 -3.083 -2.583 0.0170
C 0.630 -1.999 -1.583 0.0233
N -0.031 -0.716 -2.019 0.4031
O 0.658 0.010 -2.809 0.5004
C 0.265 -2.376 -0.151 0.0053
C 2.137 -1.792 -1.663 -0.0018
C -1.852 0.690 -2.851 -0.0018
H -2.478 -1.795 -0.594 0.0001
H -1.771 -0.244 -0.114 0.0014
H -3.261 -0.281 -1.030 0.0001
H -1.478 -1.535 -4.184 0.0010
H -2.969 -1.842 -3.293 0.0022
H -1.807 -3.498 -1.860 0.0003
H -1.550 -3.890 -3.543 0.0006
H 0.581 -4.047 -2.239 0.0022
H 0.666 -2.862 -3.544 0.0011
H 0.431 -1.534 0.523 0.0012
H 0.909 -3.193 0.174 -0.0002
H -0.763 -2.702 -0.042 0.0001
H 2.450 -1.568 -2.679 -0.0002
H 2.631 -2.702 -1.317 -0.0004
H 2.448 -0.968 -1.021 0.0000
H -1.555 1.494 -2.178 -0.0001
H -2.932 0.750 -2.994 -0.0004
H -1.347 0.827 -3.803 -0.0002
C -1.053 5.006 -0.004 0.0054
C -2.462 4.410 0.037 0.0231
C -3.421 5.258 0.890 0.0166
C -3.155 5.152 2.386 0.0010
C -3.196 3.703 2.850 0.0168
C -2.218 2.796 2.085 0.0236
N -2.478 3.015 0.617 0.4021
O -3.331 2.221 0.103 0.4989
C -0.766 3.072 2.469 0.0051
C -2.511 1.331 2.393 -0.0016
C -2.978 4.323 -1.396 -0.0016
H -0.760 5.489 0.924 0.0001
H -0.313 4.246 -0.252 0.0014
H -1.028 5.766 -0.785 -0.0002
H -4.440 4.919 0.681 0.0011
H -3.349 6.297 0.555 0.0022
H -2.196 5.611 2.643 0.0003
H -3.915 5.722 2.925 0.0006
H -2.971 3.630 3.919 0.0022
H -4.204 3.305 2.701 0.0011
H -0.085 2.549 1.796 0.0013
H -0.608 2.686 3.477 -0.0002
H -0.506 4.124 2.478 0.0001
H -3.542 1.073 2.168 -0.0001
H -2.316 1.157 3.453 -0.0004
H -1.860 0.678 1.810 0.0003
H -2.330 3.689 -2.000 0.0002
H -2.973 5.328 -1.822 -0.0004
H -3.985 3.919 -1.436 -0.0002
```